{"formula": "C2H3O2", "method": "ωB97M-V/def2-TZVPD", "e_homo_ev": -18.229, "gap_ev": 12.85, "charge": 1, "max_force_ha_per_bohr": 0.0936, "energy_ha": -227.92956, "species": ["C", "C", "O", "H", "H", "H", "O"], "positions_angstrom": [[0.4471, -0.3630, -0.6372], [-0.0777, 0.3507, 0.7045], [-0.6135, -1.1418, -0.7610], [0.3857, 1.3533, 1.0879], [1.3439, -0.1563, -1.3056], [-0.6541, -0.2823, 1.5366], [-0.8314, 0.2393, -0.6251]], "mulliken_charge": [0.339, -0.231, -0.108, 0.299, 0.338, 0.294, 0.069]}